142
Properties=species:S:1:pos:R:3:lowdin_charge:R:1 method="wB97M-V/def2-TZVPD" homo_lumo_gap_ev=9.48
C -0.019 -0.501 1.874 -0.221
C -0.520 0.793 1.267 -0.196
C 0.274 0.865 -0.065 -0.182
S 0.035 -0.839 -0.785 0.758
O 1.356 -1.175 -1.329 -0.345
O -1.201 -0.947 -1.579 -0.346
C -0.253 -1.624 0.866 -0.161
H -0.632 -0.766 2.735 0.095
H 0.982 -0.226 2.208 0.118
H -0.282 1.644 1.906 0.087
H -1.606 0.718 1.211 0.123
H 1.351 0.875 0.108 0.087
H 0.055 1.598 -0.842 0.072
H 0.466 -2.441 0.830 0.084
H -1.291 -1.944 0.957 0.087
C -2.591 4.590 0.115 -0.222
C -2.921 5.524 1.207 -0.193
C -1.865 6.708 0.962 -0.175
S -0.290 5.941 0.276 0.709
O 0.739 5.910 1.354 -0.365
O 0.009 6.648 -0.942 -0.329
C -1.022 4.290 0.059 -0.179
H -2.825 5.005 -0.866 0.119
H -3.147 3.660 0.233 0.107
H -2.697 5.052 2.163 0.098
H -3.963 5.842 1.226 0.121
H -1.610 7.429 1.738 0.090
H -2.303 7.338 0.189 0.088
H -0.727 3.826 1.000 0.069
H -0.437 3.818 -0.731 0.095
C -1.762 -2.941 -4.077 -0.219
C -0.937 -1.753 -4.456 -0.224
C -0.885 -1.919 -5.989 -0.207
S -2.497 -2.546 -6.637 0.759
O -2.213 -3.721 -7.502 -0.357
O -3.335 -1.386 -7.098 -0.388
C -3.024 -3.053 -4.963 -0.199
H -2.088 -2.840 -3.042 0.093
H -1.091 -3.798 -4.133 0.130
H 0.048 -1.835 -3.995 0.109
H -1.450 -0.828 -4.193 0.097
H -0.205 -2.753 -6.163 0.103
H -0.580 -1.063 -6.591 0.094
H -3.530 -4.000 -5.151 0.100
H -3.833 -2.378 -4.685 0.081
C 4.917 -2.905 2.260 -0.132
C 3.397 -2.958 1.940 -0.156
O 2.797 -2.537 3.154 -0.233
S 3.745 -2.879 4.498 0.722
O 3.233 -3.960 5.315 -0.245
O 4.100 -1.616 5.192 -0.268
O 4.983 -3.402 3.586 -0.206
H 5.259 -1.871 2.270 0.116
H 5.495 -3.641 1.701 0.146
H 2.957 -3.929 1.711 0.098
H 3.109 -2.211 1.199 0.114
C -5.078 2.168 -4.808 -0.165
C -5.271 0.703 -4.305 -0.162
O -4.036 0.340 -3.689 -0.233
S -3.350 1.665 -2.890 0.785
O -1.883 1.613 -2.770 -0.233
O -4.216 1.970 -1.729 -0.265
O -3.950 2.635 -4.113 -0.232
H -5.812 2.943 -4.588 0.136
H -4.858 2.139 -5.875 0.129
H -5.641 0.106 -5.139 0.137
H -6.073 0.785 -3.571 0.118
C 0.425 -7.277 1.768 -0.115
C 0.476 -5.725 1.786 -0.253
O 0.698 -5.293 0.516 -0.172
S 1.787 -6.310 -0.162 0.724
O 3.187 -5.930 0.191 -0.275
O 1.526 -6.493 -1.565 -0.222
O 1.404 -7.618 0.750 -0.199
H -0.542 -7.619 1.399 0.132
H 0.742 -7.680 2.730 0.137
H 1.226 -5.419 2.516 0.120
H -0.380 -5.352 2.349 0.144
C 5.419 1.932 2.041 -0.171
C 4.366 0.938 2.441 -0.226
O 3.271 1.680 2.797 -0.189
S 3.183 3.173 2.121 0.756
O 3.318 4.182 3.172 -0.230
O 2.126 3.253 1.112 -0.246
O 4.653 2.887 1.349 -0.206
H 6.184 1.484 1.406 0.140
H 5.791 2.435 2.933 0.136
H 4.657 0.290 3.267 0.129
H 4.111 0.304 1.591 0.120
C 0.873 2.654 -5.727 -0.153
C 2.347 3.138 -5.394 -0.100
O 3.043 1.844 -5.226 -0.243
S 2.014 0.712 -4.555 0.725
O 1.581 1.104 -3.227 -0.249
O 2.612 -0.624 -4.766 -0.232
O 0.923 1.236 -5.685 -0.231
H 0.535 2.822 -6.750 0.134
H 0.197 3.105 -4.999 0.121
H 2.431 3.777 -4.515 0.121
H 2.944 3.521 -6.222 0.127
C 0.098 3.987 4.158 -0.199
C -0.790 4.972 4.979 -0.134
O -1.587 4.126 5.805 -0.214
S -1.737 2.578 5.213 0.756
O -3.127 2.415 4.825 -0.241
O -1.123 1.617 6.188 -0.266
O -0.748 2.936 3.949 -0.236
H 1.006 3.650 4.660 0.136
H 0.196 4.405 3.157 0.100
H -1.474 5.484 4.302 0.118
H -0.225 5.627 5.641 0.138
C -3.947 -1.497 -0.885 -0.238
C -5.457 -1.370 -0.663 -0.173
O -5.717 -1.937 0.620 -0.200
S -4.429 -2.807 1.214 0.760
O -4.880 -4.162 1.571 -0.240
O -3.664 -2.024 2.173 -0.245
O -3.676 -2.728 -0.281 -0.199
H -3.512 -0.622 -0.403 0.116
H -3.806 -1.517 -1.966 0.111
H -5.963 -2.023 -1.375 0.127
H -5.908 -0.387 -0.800 0.129
C -0.706 -2.188 4.960 -0.234
C 0.238 -2.853 6.100 -0.263
O -0.567 -2.877 7.177 -0.045
O -1.789 -3.031 4.860 -0.047
H -0.102 -2.031 4.065 0.083
H -0.936 -1.169 5.271 0.108
H 0.976 -2.073 6.287 0.113
H 0.668 -3.803 5.784 0.109
H -0.240 -3.521 7.810 0.109
H -2.009 -3.177 5.783 0.076
C 5.242 -0.231 -1.399 -0.202
C 4.648 1.147 -1.842 -0.240
O 5.550 2.034 -2.446 -0.044
O 4.221 -1.139 -0.945 -0.082
H 6.031 -0.102 -0.658 0.104
H 5.729 -0.702 -2.252 0.122
H 4.076 1.683 -1.085 0.114
H 3.957 0.757 -2.590 0.074
H 5.074 2.839 -2.661 0.087
H 3.771 -1.377 -1.759 0.066

13
Properties=species:S:1:pos:R:3:nbo_charge:R:1 method="wB97M-V/def2-TZVPD" relative_energy_kcal_mol=74.4 homo_lumo_gap_ev=6.76
C -0.104 0.047 1.368 0.047
C -1.607 0.251 -1.742 1.049
C 0.375 -0.622 0.259 -0.452
N -0.990 -0.422 2.172 -0.791
N 1.410 0.006 -0.581 -0.671
O -0.654 0.405 -2.384 -0.596
O -2.587 0.142 -1.167 -0.465
H 0.364 1.062 1.494 0.097
H 0.077 -1.610 -0.027 0.205
H -1.230 0.216 2.924 0.326
H 2.256 -0.570 -0.663 0.403
H 1.640 0.894 -0.119 0.422
H 1.048 0.203 -1.534 0.425

57
Properties=species:S:1:pos:R:3:nbo_charge:R:1 method="wB97M-V/def2-TZVPD" relative_energy_kcal_mol=0.0 homo_lumo_gap_ev=8.89 smiles="CCOc1ccc(NC(=O)COc2ccc(C(=O)NCCc3ccccc3)cc2)cc1"
C -3.153 -3.433 0.195 -0.621
C -1.683 -3.322 -0.180 -0.064
O -1.115 -2.299 0.615 -0.525
C 0.229 -2.087 0.573 0.357
C 1.121 -2.734 -0.274 -0.312
C 2.471 -2.421 -0.243 -0.213
C 2.945 -1.452 0.628 0.117
N 4.286 -1.033 0.642 -0.605
C 5.142 -1.041 -0.414 0.661
O 5.103 -1.811 -1.346 -0.597
C 6.200 0.073 -0.332 -0.168
O 5.755 1.219 0.363 -0.500
C 4.511 1.712 0.059 0.309
C 3.793 1.375 -1.085 -0.310
C 2.470 1.756 -1.201 -0.183
C 1.855 2.503 -0.204 -0.094
C 0.397 2.822 -0.241 0.646
O -0.067 3.882 0.126 -0.622
N -0.358 1.799 -0.714 -0.612
C -1.799 1.836 -0.757 -0.219
C -2.427 0.919 0.304 -0.449
C -3.912 0.827 0.109 0.081
C -4.788 1.555 0.902 -0.242
C -6.155 1.474 0.701 -0.200
C -6.664 0.665 -0.300 -0.225
C -5.799 -0.060 -1.101 -0.194
C -4.434 0.023 -0.898 -0.261
C 2.617 2.947 0.872 -0.165
C 3.929 2.548 1.012 -0.277
C 2.054 -0.808 1.485 -0.214
C 0.714 -1.120 1.458 -0.274
H -3.654 -2.481 0.045 0.221
H -3.246 -3.708 1.243 0.216
H -3.633 -4.192 -0.416 0.214
H -1.577 -3.072 -1.246 0.168
H -1.170 -4.275 0.008 0.175
H 0.781 -3.486 -0.968 0.223
H 3.154 -2.917 -0.912 0.252
H 4.491 -0.361 1.371 0.406
H 7.073 -0.283 0.223 0.223
H 6.517 0.312 -1.354 0.207
H 4.243 0.788 -1.871 0.234
H 1.921 1.469 -2.086 0.221
H 0.081 0.904 -0.866 0.398
H -2.097 2.872 -0.585 0.236
H -2.137 1.531 -1.754 0.191
H -2.198 1.316 1.294 0.213
H -1.984 -0.077 0.223 0.217
H -4.395 2.188 1.684 0.212
H -6.825 2.045 1.327 0.213
H -7.731 0.600 -0.456 0.213
H -6.190 -0.693 -1.885 0.210
H -3.762 -0.542 -1.530 0.205
H 2.152 3.577 1.615 0.235
H 4.517 2.844 1.867 0.228
H 2.413 -0.048 2.163 0.216
H 0.016 -0.624 2.113 0.229

36
Properties=species:S:1:pos:R:3:lowdin_charge:R:1 method="wB97M-V/def2-TZVPD" relative_energy_kcal_mol=22.6 homo_lumo_gap_ev="4.89 / 4.89" charge=-1
La -0.522 -0.905 2.324 1.003
Cl -2.079 1.240 1.960 -0.272
Cl 1.953 -0.931 1.062 -0.363
C -0.509 -1.258 4.498 -0.587
H 0.081 -2.201 4.215 -0.157
H -1.480 -1.763 4.725 -0.150
C -0.219 -2.426 -1.177 -0.155
C -1.141 -2.231 -0.305 -0.246
H 0.774 -2.525 -0.733 0.050
C -2.620 -2.160 -0.676 -0.183
H -0.867 -2.501 0.749 0.009
C -2.920 -2.802 -2.062 -0.201
H -3.340 -2.632 0.029 0.115
H -2.757 -1.059 -0.659 0.108
C -1.845 -2.463 -3.109 -0.208
H -2.936 -3.896 -1.986 0.107
H -3.949 -2.530 -2.368 0.108
C -0.379 -2.625 -2.657 -0.171
H -2.029 -3.112 -3.968 0.097
H -1.981 -1.417 -3.411 0.109
H 0.027 -3.595 -3.000 0.114
H 0.242 -1.836 -3.122 0.116
N 0.053 2.418 -0.012 0.075
C 1.221 2.892 0.399 -0.363
C 1.431 3.207 1.781 -0.041
C 2.650 3.729 2.209 -0.108
C 3.682 3.976 1.282 -0.137
C 3.515 3.617 -0.071 -0.122
C 2.311 3.069 -0.501 -0.061
H -0.772 2.417 0.574 -0.054
H -0.133 2.343 -1.017 0.108
H 0.611 3.030 2.473 0.093
H 2.804 3.951 3.265 0.095
H 4.621 4.433 1.616 0.082
H 4.335 3.771 -0.779 0.091
H 2.168 2.773 -1.547 0.098

60
Properties=species:S:1:pos:R:3:nbo_charge:R:1 method="wB97M-V/def2-TZVPD" relative_energy_kcal_mol=121.5 homo_lumo_gap_ev=7.88
C 3.913 0.942 1.058 -0.605
C 2.792 0.475 2.011 -0.445
N 0.005 0.130 0.696 -0.901
C 0.320 1.020 1.767 0.119
C 1.554 1.363 2.213 -0.065
C 1.782 2.442 3.274 -0.653
C -1.529 2.662 2.154 -0.365
C -0.826 1.559 2.474 -0.252
H 3.748 1.815 0.445 0.218
H 4.766 1.313 1.670 0.206
H 4.276 0.005 0.501 0.190
H 2.534 -0.454 1.611 0.199
H 3.305 0.247 2.956 0.202
H 0.589 -0.672 0.449 0.404
H -0.989 0.015 0.596 0.413
H 2.822 2.707 3.484 0.216
H 1.250 2.087 4.190 0.217
H 1.245 3.364 3.091 0.229
H -0.985 3.323 1.455 0.203
H -2.458 2.925 2.724 0.214
H -1.533 0.843 3.016 0.232
H -2.501 -1.873 -2.435 0.476
H -2.239 -3.146 -3.164 0.474
O -2.904 -2.747 -2.575 -0.952
H 0.110 -1.773 2.554 0.507
H 1.568 -1.418 3.166 0.496
O 1.061 -1.995 2.597 -0.973
H 2.176 -0.870 -2.151 0.482
H 2.505 -1.110 -3.752 0.497
O 1.969 -0.696 -3.071 -0.971
H 0.823 3.437 -3.659 0.463
H -0.326 3.435 -4.452 0.461
O 0.003 3.988 -3.736 -0.924
H -2.648 -3.995 -0.448 0.480
H -3.189 -4.915 0.476 0.460
O -2.323 -4.539 0.289 -0.942
H 0.902 -3.612 -0.782 0.472
H 0.374 -4.922 -1.281 0.467
O 1.161 -4.525 -0.883 -0.946
H -2.383 -1.287 1.414 0.491
H -3.773 -1.649 1.936 0.467
O -3.024 -1.088 2.132 -0.973
H 1.351 5.385 -0.628 0.476
H 1.264 4.020 0.120 0.465
O 0.946 4.941 0.127 -0.938
H -3.682 0.511 -3.040 0.468
H -4.040 1.300 -1.772 0.473
O -3.349 1.181 -2.433 -0.935
H -0.006 -0.587 -2.699 0.520
H 0.465 -1.461 -1.614 0.493
O -0.388 -1.240 -2.103 -0.991
H -1.536 -1.349 -0.846 0.510
H -3.024 -0.691 -0.949 0.489
O -2.395 -1.117 -0.369 -1.008
H 2.774 -1.991 -0.345 0.491
H 1.777 -2.225 0.892 0.535
O 1.859 -2.061 -0.078 -1.017
H 0.312 1.144 -1.085 0.502
H 0.792 2.689 -1.354 0.475
O 0.653 1.804 -1.687 -0.996